C6H13NO | ωB97M-V with the def2-TZVPD basis set

XYZ file:
```
21
Properties=species:S:1:pos:R:3:forces:R:3
C -1.271336 1.206851 -1.249092 0.057 -0.693 -0.271
O -3.018767 -0.529894 0.102837 0.211 0.092 0.021
C -0.039502 1.472714 -0.788500 1.669 -0.362 -0.260
C 0.439122 0.915249 0.471646 -6.436 1.712 1.101
C -0.399010 -0.180165 1.083669 2.003 -0.973 0.063
C 0.613846 -2.094075 -0.139635 -0.343 0.349 0.003
C -0.467874 -1.504071 0.353830 -0.237 0.069 -0.047
N 2.832766 0.397535 0.130741 -1.919 -0.517 -0.310
H -1.955894 0.513291 -0.722825 -0.291 -0.110 -0.081
H -1.615619 1.648139 -2.175291 -0.010 0.382 0.093
H -3.916064 -0.349257 -0.200305 -0.024 0.167 0.223
H 0.672374 2.088850 -1.331717 -0.232 0.346 0.110
H 0.583382 1.702781 1.216078 1.282 -0.122 -0.165
H 1.635569 0.530959 0.250226 5.565 -1.032 -0.481
H -1.418839 0.228272 1.239553 -0.454 0.151 -0.350
H -0.018390 -0.418115 2.085493 -0.133 0.293 0.045
H 1.557921 -1.565033 -0.074709 0.163 -0.475 -0.139
H 0.540486 -3.052897 -0.638515 0.146 0.061 0.049
H -1.468102 -1.921040 0.293338 0.146 -0.050 0.010
H 3.500957 0.360673 0.883641 -0.662 0.381 0.434
H 3.212984 0.549242 -0.790459 -0.501 0.329 -0.045
```
Forces are in eV/Å.

The calculation puts the LUMO energy at -0.1230 Ha. For the HOMO energy, the calculation gives -8.01 eV. Its gap between HOMO and LUMO is 4.7 eV.